# 1
DFT (ωB97M-V with the def2-TZVPD basis set) results for C6H8 in the gas phase.

Atoms and positions in Å:
1 C -1.3228 0.9077 0.4728
2 C -0.3424 0.2104 -0.4806
3 C 1.1235 0.6495 -0.2772
4 C 1.9306 -0.4788 0.2992
5 C 1.0026 -1.6021 0.2473
6 C -0.2333 -1.2510 -0.1807
7 H -2.3225 0.4629 0.4211
8 H -1.4116 1.9704 0.2252
9 H -0.6927 0.3579 -1.5126
10 H 1.2314 1.5621 0.3231
11 H 1.6174 0.8843 -1.2339
12 H -0.9669 0.8264 1.5062
13 H 1.2729 -2.6121 0.5450
14 H -1.0837 -1.9258 -0.2810

Atomic forces in eV per Å
-0.06 0.06 0.06
0.10 -0.12 0.01
0.03 0.02 0.07
-0.44 -0.03 -0.17
0.00 0.03 -0.02
0.14 0.06 0.03
0.14 0.07 -0.01
0.03 -0.16 0.03
0.05 -0.04 0.13
0.01 -0.13 -0.08
-0.03 -0.01 0.10
-0.05 0.01 -0.15
-0.03 0.15 -0.04
0.11 0.08 0.03

As for the gap between HOMO and LUMO: 7.76 eV. The calculation puts the total energy at -233.2873 a.u.

# 2
DFT (ωB97M-V with the def2-TZVPD basis set) results for C6H8 in the gas phase.

Atoms and positions in Å:
1 C -2.4931 -0.0075 0.8952
2 C -1.3679 0.0351 0.4655
3 C -0.0211 0.0120 -0.0726
4 C 0.0604 -0.1486 -1.5828
5 C 1.0357 0.8529 0.6038
6 C 1.0248 -0.6290 0.8151
7 H -3.4880 -0.0618 1.2775
8 H 1.0409 -0.5312 -1.8841
9 H -0.0952 0.8161 -2.0755
10 H -0.7028 -0.8428 -1.9464
11 H 0.7335 1.5024 1.4190
12 H 1.8035 1.2673 -0.0449
13 H 1.7933 -1.2308 0.3370
14 H 0.6921 -0.9996 1.7802

Atomic forces in eV per Å
0.39 0.02 -0.15
-0.41 0.01 0.16
-0.09 -0.06 -0.04
0.02 -0.02 -0.05
0.05 0.19 0.03
0.08 -0.19 0.10
0.17 0.05 -0.06
-0.09 0.09 0.08
-0.03 -0.12 0.03
0.13 0.05 0.08
0.02 -0.15 -0.10
-0.14 -0.07 0.08
-0.14 0.13 0.02
0.04 0.06 -0.18

As for the gap between HOMO and LUMO: 10.45 eV. The calculation puts the total energy at -233.3245 a.u. Its SMILES is C#CC1(C)CC1.

# 3
DFT (ωB97M-V with the def2-TZVPD basis set) results for 2 unconnected molecules or ions with the total composition C6H8.

Atoms and positions in Å:
1 C 0.9161 -1.4770 -0.6325
2 C 0.1312 -0.6981 -1.3103
3 C -0.6704 0.0721 -2.0596
4 H 1.7017 -1.0468 -0.1300
5 H 0.8233 -2.6073 -0.7179
6 H -1.5658 0.5233 -1.6202
7 H -0.2687 0.4232 -3.0303
8 C -1.8186 -0.3202 1.1328
9 C -0.7513 0.2983 1.2255
10 C 0.4056 1.1277 1.4631
11 H -2.7327 -0.8179 1.0668
12 H 1.3711 0.6911 1.3659
13 H 0.3696 1.6016 2.4087
14 H 0.5735 1.9475 0.8174

Atomic forces in eV per Å
-1.48 -2.36 -1.79
-1.48 0.98 -1.69
1.73 -0.49 1.05
1.73 0.63 1.41
0.15 1.64 0.26
0.32 -0.27 -0.31
-0.59 -0.38 0.56
4.03 2.49 0.54
-3.75 -1.72 -0.06
0.40 0.11 -0.09
-0.70 -0.51 -0.12
0.60 -1.28 0.25
-0.19 0.16 1.30
-0.76 0.99 -1.31

As for the gap between HOMO and LUMO: 10.23 eV. The calculation puts the total energy at -233.2530 a.u. Its SMILES is C=C=C.C#CC.

# 4
DFT (ωB97M-V with the def2-TZVPD basis set) results for C6H8 in the gas phase.

Atoms and positions in Å:
1 C -1.9872 -0.0391 -0.0387
2 C -1.1221 -1.0255 -0.0118
3 C 0.1584 -0.0243 0.0392
4 C -0.9711 1.0578 0.0856
5 C 1.4490 -0.1551 0.7125
6 C 1.3996 -0.2186 -0.7720
7 H -3.0084 0.0276 -0.0434
8 H -1.1683 -2.1958 -0.0348
9 H -1.0423 1.7894 -0.8471
10 H -0.7940 1.7031 0.9636
11 H 1.7600 -1.0598 1.4395
12 H 2.0313 0.7436 1.1445
13 H 1.6956 0.5338 -1.3691
14 H 1.5994 -1.1370 -1.2680

Atomic forces in eV per Å
1.73 0.70 1.12
2.82 -2.18 0.21
-3.23 -1.93 -0.59
1.29 2.26 -2.31
2.94 -0.14 3.45
-1.12 -2.04 1.17
-2.39 -0.01 -0.17
-0.05 2.43 -0.03
0.49 -1.34 1.73
-0.91 -0.39 -0.07
-1.04 1.73 -2.19
-1.50 -1.09 -0.74
1.28 2.95 -1.46
-0.32 -0.96 -0.12

As for the gap between HOMO and LUMO: 10.54 eV. The calculation puts the total energy at -233.2807 a.u. Its SMILES is C1=CC2(C1)CC2.